Density functional theory data (the ωB97M-V functional and the def2-TZVPD basis) for a single C3H5NO3 molecule in a non-equilibrium geometry.

CARTESIAN COORDINATES (ANGSTROEM)
N 0.014 1.156 -1.281
C 0.005 0.841 0.095
O -0.218 1.617 1.001
C 0.987 -0.292 0.091
O 0.480 -1.350 1.191
C -0.828 -1.342 1.020
O -1.397 -0.542 0.291
H -0.564 0.615 -1.910
H 0.030 2.145 -1.428
H 0.956 -0.922 -0.793
H 1.988 0.172 0.212
H -1.452 -2.098 1.512

Values from the calculation:
SMILES = NC(=O)COC=O
maximum force = 0.05248 Eh/bohr
HOMO = -9.90 eV
energy relative to the best compared isomer or geometry (same formula, charge and spin) = 2.457 eV
HOMO-LUMO gap = 10.74 eV
spin multiplicity = 1

Löwdin population analysis, charges in e, atoms 1 to 2: atom 1 (N): 0.124, atom 2 (C): -0.636

***

Density functional theory data (the ωB97M-V functional and the def2-TZVPD basis) for 6 unconnected molecules or ions with the total composition C29H43F3I2N2O12 in a non-equilibrium geometry.

CARTESIAN COORDINATES (ANGSTROEM)
C 0.252 -1.722 0.592
N -1.092 -1.405 0.090
C -1.140 -0.949 -1.301
C -2.153 0.213 -1.466
C -3.535 -0.081 -2.032
C -4.405 -1.106 -1.285
O -3.721 -2.273 -0.855
C -5.187 -0.548 -0.076
F -4.899 0.685 0.229
F -5.062 -1.306 0.965
F -6.489 -0.558 -0.363
C -1.479 1.103 -2.580
I -0.895 0.100 -4.420
N -0.386 1.781 -1.887
C -0.484 1.579 -0.513
O 0.356 1.688 0.294
C -1.982 1.221 -0.328
I -2.919 3.168 -0.531
H 1.055 -1.488 -0.105
H 0.355 -2.780 0.834
H 0.478 -1.189 1.509
H -1.644 -2.239 0.211
H -1.537 -1.771 -1.901
H -0.158 -0.739 -1.700
H -4.083 0.861 -2.021
H -3.514 -0.382 -3.074
H -5.169 -1.436 -1.987
H -3.539 -2.796 -1.646
H -2.108 1.881 -2.987
H 0.543 1.581 -2.238
H -2.291 0.853 0.636
O -2.206 5.581 2.215
C -3.341 5.641 2.594
C -4.175 4.511 3.158
C -5.589 5.078 3.076
C -5.338 6.572 3.209
O -4.054 6.795 2.603
H -3.861 4.328 4.184
H -4.055 3.610 2.562
H -6.268 4.688 3.832
H -6.017 4.860 2.095
H -5.289 6.893 4.252
H -6.086 7.170 2.693
O 0.116 -0.978 -8.341
C 0.033 -2.063 -7.847
C 0.612 -3.358 -8.381
C -0.138 -4.411 -7.569
C -0.429 -3.666 -6.275
O -0.590 -2.290 -6.659
H 1.684 -3.372 -8.178
H 0.430 -3.451 -9.447
H 0.418 -5.334 -7.416
H -1.074 -4.662 -8.070
H 0.395 -3.732 -5.561
H -1.341 -4.011 -5.792
O 3.748 -2.136 1.502
C 3.961 -0.963 1.376
C 5.313 -0.290 1.239
C 4.974 1.172 1.510
C 3.531 1.257 1.036
O 2.977 -0.043 1.296
H 5.679 -0.444 0.223
H 6.020 -0.694 1.959
H 5.633 1.881 1.011
H 5.023 1.367 2.583
H 3.454 1.458 -0.035
H 2.957 2.007 1.573
O 4.226 -8.762 1.379
C 4.480 -7.600 1.253
C 5.857 -6.977 1.121
C 5.577 -5.502 1.393
C 4.142 -5.357 0.916
O 3.530 -6.637 1.171
H 6.221 -7.145 0.106
H 6.546 -7.408 1.842
H 6.265 -4.820 0.896
H 5.631 -5.310 2.466
H 4.079 -5.151 -0.155
H 3.604 -4.583 1.454
O -1.687 4.064 5.179
C -0.538 4.318 4.958
C 0.159 4.320 3.614
C 1.632 4.317 4.016
C 1.598 5.036 5.355
O 0.328 4.696 5.933
H -0.118 5.224 3.076
H -0.110 3.441 3.034
H 2.290 4.793 3.291
H 1.974 3.289 4.156
H 1.648 6.122 5.246
H 2.393 4.713 6.025

Values from the calculation:
SMILES = CNC[C@]1(C[C@@H](O)C(F)(F)F)[C@H](I)NC(=O)[C@H]1I.O=C1CCCO1.O=C1CCCO1.O=C1CCCO1.O=C1CCCO1.O=C1CCCO1
maximum force = 0.06902 Eh/bohr
HOMO = -8.74 eV
HOMO-LUMO gap = 8.75 eV
spin multiplicity = 1

Löwdin population analysis, charges in e, atoms 1 to 2: atom 1 (C): -0.105, atom 2 (N): -0.077

***

Density functional theory data (the ωB97M-V functional and the def2-TZVPD basis) for 6 unconnected molecules or ions with the total composition C16H34Br4N2O2S2 in a non-equilibrium geometry.

CARTESIAN COORDINATES (ANGSTROEM)
C -4.513 12.819 -3.332
C -4.077 12.927 -4.779
C -2.906 13.893 -5.046
C -2.800 14.996 -4.087
N -2.728 15.852 -3.323
H -4.848 13.769 -2.928
H -3.732 12.371 -2.712
H -5.334 12.099 -3.263
H -4.951 13.195 -5.383
H -3.802 11.960 -5.206
H -2.972 14.321 -6.048
H -1.961 13.349 -5.021
C 5.441 12.756 -4.233
C 4.978 13.447 -5.505
C 3.864 14.480 -5.266
C 2.532 13.874 -5.240
N 1.492 13.400 -5.216
H 4.765 11.949 -3.952
H 5.496 13.483 -3.420
H 6.442 12.344 -4.351
H 4.584 12.717 -6.213
H 5.780 13.999 -5.998
H 3.871 15.271 -6.017
H 3.998 14.979 -4.301
C 5.839 16.141 -8.599
S 5.877 16.771 -10.278
O 7.267 16.631 -10.773
C 4.950 15.442 -11.057
H 4.929 15.588 -8.373
H 5.970 16.945 -7.875
H 6.703 15.494 -8.451
H 4.762 15.788 -12.069
H 4.040 15.252 -10.491
H 5.552 14.533 -11.071
C 10.333 13.029 -6.836
S 8.596 13.321 -7.231
O 8.257 14.652 -6.659
C 8.878 13.573 -8.986
H 10.734 14.011 -6.588
H 10.857 12.599 -7.687
H 10.417 12.350 -5.991
H 9.054 12.637 -9.518
H 9.735 14.234 -9.126
H 8.015 14.059 -9.442
Br 5.488 12.338 -9.111
C 3.689 11.867 -8.669
C 3.569 10.421 -8.236
Br 1.716 9.877 -8.358
H 3.073 12.027 -9.554
H 3.256 12.547 -7.936
H 3.935 10.267 -7.225
H 4.104 9.762 -8.911
Br -0.108 15.710 -0.607
C 0.597 15.285 -2.353
C 0.682 16.493 -3.251
Br 2.409 17.414 -3.096
H -0.125 14.599 -2.789
H 1.528 14.734 -2.268
H -0.089 17.215 -3.027
H 0.673 16.154 -4.282

Values from the calculation:
maximum force = 0.02699 Eh/bohr
HOMO = -8.98 eV
energy relative to the best compared isomer or geometry (same formula, charge and spin) = 0.000 eV
HOMO-LUMO gap = 9.24 eV
spin multiplicity = 1

Löwdin population analysis, charges in e, atoms 1 to 2: atom 1 (C): -0.116, atom 2 (C): -0.258

***

Density functional theory data (the ωB97M-V functional and the def2-TZVPD basis) for a single C3H5NO2 molecule in a non-equilibrium geometry.

CARTESIAN COORDINATES (ANGSTROEM)
O 1.299 -1.334 0.000
C 0.268 -0.634 0.166
N -0.991 -0.920 -0.062
C -1.441 0.488 -0.126
C -0.035 0.831 0.487
O 1.048 1.211 -0.308
H -1.754 -1.670 -0.238
H -2.588 0.802 0.248
H -1.332 0.433 -1.241
H -0.021 1.495 1.417
H 1.107 2.253 -0.450

Values from the calculation:
SMILES = O=C1NC[C@@H]1O
maximum force = 0.12836 Eh/bohr
HOMO = -9.48 eV
energy relative to the best compared isomer or geometry (same formula, charge and spin) = 4.149 eV
HOMO-LUMO gap = 10.03 eV
spin multiplicity = 1

Löwdin population analysis, charges in e, atoms 1 to 2: atom 1 (O): 0.041, atom 2 (C): -0.493

***

Density functional theory data (the ωB97M-V functional and the def2-TZVPD basis) for a molecular structure, C4H7BiO in a non-equilibrium geometry.

CARTESIAN COORDINATES (ANGSTROEM)
C -0.539 0.913 0.279
C 0.474 0.227 -0.602
C 1.244 -0.865 -0.273
O 2.373 -1.220 -0.883
Bi 2.864 0.581 -1.315
H -0.064 1.341 1.175
H 0.511 0.580 -1.648
H -1.052 1.698 -0.298
H 0.921 -1.642 0.430
C -1.516 -0.182 0.685
H -1.992 0.064 1.642
H -2.300 -0.336 -0.069
H -0.923 -1.160 0.875

Values from the calculation:
net charge = +2
maximum force = 0.08436 Eh/bohr
HOMO = -19.66 eV
HOMO-LUMO gap = 6.69 eV
spin multiplicity = 1

Löwdin population analysis, charges in e, atoms 1 to 2: atom 1 (C): -0.199, atom 2 (C): -0.201

***

Density functional theory data (the ωB97M-V functional and the def2-TZVPD basis) for 2 unconnected molecules or ions with the total composition C7H15IN2P in a non-equilibrium geometry.

CARTESIAN COORDINATES (ANGSTROEM)
C 1.827 -0.658 2.234
C 0.917 -1.532 2.516
C 1.677 0.552 1.277
C -0.356 -1.745 1.735
C 0.308 0.677 0.833
C -0.397 -0.637 0.478
C 0.468 -0.775 -3.126
N -0.301 1.799 0.700
N -1.734 -0.496 0.122
P -1.912 1.912 -0.010
I -1.913 4.361 -0.033
H 2.780 -0.784 2.771
H 0.994 -2.427 3.178
H 2.097 1.479 1.814
H 2.306 0.327 0.515
H -0.144 -2.709 1.270
H -1.190 -1.847 2.355
H 1.514 -0.470 -3.432
H 0.312 -1.122 -0.217
H -0.009 0.029 -2.614
H 0.276 -1.514 -2.360
H -0.232 -0.875 -4.064
H 0.128 2.738 0.737
H -2.176 -0.967 0.924
H -1.868 -0.867 -0.772
H -2.400 1.721 1.231

Values from the calculation:
net charge = +1
maximum force = 0.08959 Eh/bohr
HOMO = -12.28 eV
energy relative to the best compared isomer or geometry (same formula, charge and spin) = 0.665 eV
HOMO-LUMO gap = 8.12 eV
spin multiplicity = 1

Löwdin population analysis, charges in e, atoms 1 to 2: atom 1 (C): -0.069, atom 2 (C): -0.115